CH2FNO2 | the ωB97M-V functional and the def2-TZVPD basis

HOMO-LUMO gap ... 0.414 Ha
HOMO energy ... -11.86 eV
LUMO level ... -0.6030 eV
Largest force on an atom ... 0.097 hartree/bohr
Energy ... -9366.974 eV
Energy above the lowest of the compared OMol25 structures with the same formula, charge and spin ... 74.36 kcal per mole

The geometry in ORCA input format:
```
! RIJCOSX wB97M-V def2-TZVPD def2/J DEFGRID3
* xyz 0 1
C -0.45478 -0.44180 -0.09802
N 0.55365 0.58670 0.27068
O 0.14290 1.70939 0.09987
O 1.65061 0.23969 0.62219
F 0.00556 -1.67640 0.33798
H -1.29872 -0.06478 0.40214
H -0.59922 -0.35280 -1.63484
*
```

Atom charges from the Mulliken analysis, given in e for atoms 1 to 4: number 1, C, carries -0.2265; number 2, N, carries 0.8731; number 3, O, carries -0.5158; number 4, O, carries -0.5005


C3HN3O | the ωB97M-V functional and the def2-TZVPD basis

HOMO-LUMO gap (spin up / spin down) ... 0.305 / 0.305 Ha
HOMO energy (spin up / spin down) ... -9.49 / -9.49 eV
LUMO level (spin up / spin down) ... -1.1853 / -1.1848 eV
Largest force on an atom ... 0.031 hartree/bohr
Energy ... -9639.970 eV
Energy above the lowest of the compared OMol25 structures with the same formula, charge and spin ... 65.67 kcal per mole

The geometry in ORCA input format:
```
! RIJCOSX wB97M-V def2-TZVPD def2/J DEFGRID3
* xyz 0 1
N 0.78231 0.28214 -1.86230
C -0.39241 0.43356 -1.72552
C -0.15505 0.19997 -0.19708
C -0.07169 -1.10153 0.46561
O -0.00690 -1.22605 1.66355
N -0.00798 2.11196 1.31244
N -0.07319 1.25496 0.58272
H -0.07510 -1.95501 -0.23942
*
```

Atom charges from the Mulliken analysis, given in e for atoms 1 to 4: number 1, N, carries -0.1778; number 2, C, carries -0.2731; number 3, C, carries 0.4986; number 4, C, carries 0.0620


C22H29N3O4 | the ωB97M-V functional and the def2-TZVPD basis

HOMO-LUMO gap ... 0.320 Ha
HOMO energy ... -7.97 eV
LUMO level ... 0.7343 eV
Largest force on an atom ... 0.012 hartree/bohr
Energy ... -35944.428 eV
Energy above the lowest of the compared OMol25 structures with the same formula, charge and spin ... 36.08 kcal per mole
SMILES string ... CCOc1cc(C(=O)N2CCN(c3ccccn3)CC2)cc(OCC)c1OCC

The geometry in ORCA input format:
```
! RIJCOSX wB97M-V def2-TZVPD def2/J DEFGRID3
* xyz 0 1
C -1.25294 -4.52209 0.68330
C -0.59117 -3.16641 0.87737
O -1.46847 -2.18684 0.35261
C -1.12712 -0.87102 0.45812
C 0.10475 -0.44102 0.92515
C 0.41705 0.91234 0.94353
C -0.52387 1.83773 0.53621
C -1.78372 1.43237 0.09346
C -2.09630 0.06555 0.03829
O -3.31162 -0.31447 -0.47664
C -4.03865 -1.35537 0.16510
C -5.51838 -1.13915 -0.12003
H -6.09495 -1.95608 0.30507
H -5.86059 -0.20182 0.31100
H -5.68492 -1.10755 -1.19322
H -3.72046 -2.32726 -0.22680
H -3.84995 -1.33526 1.24477
O -2.58402 2.46233 -0.28991
C -3.99259 2.31857 -0.37453
C -4.57290 3.71343 -0.55585
H -4.30782 4.34235 0.28983
H -5.65495 3.65552 -0.63302
H -4.17440 4.16480 -1.46014
H -4.26122 1.67911 -1.22166
H -4.37763 1.86585 0.54723
H -0.32587 2.89692 0.57653
C 1.75374 1.29683 1.48415
O 2.13896 0.88753 2.56350
N 2.50638 2.14406 0.72915
C 2.27166 2.43931 -0.66691
H 2.12680 3.51842 -0.79817
C 3.49766 1.95865 -1.48085
N 4.14465 0.87750 -0.77989
C 3.60863 -0.38687 -0.77321
N 4.15232 -1.24141 0.09642
C 3.74567 -2.49538 0.11181
C 2.77599 -3.00005 -0.73548
C 2.19511 -2.11638 -1.63777
C 2.60231 -0.80032 -1.66352
H 2.13966 -0.11592 -2.35521
H 1.42008 -2.45187 -2.31281
H 2.48651 -4.03854 -0.69618
H 4.23119 -3.12322 0.84841
C 4.79707 1.35412 0.42583
H 4.97717 0.48620 1.05897
C 3.87768 2.37723 1.13593
H 4.14252 3.40444 0.87029
H 3.93330 2.25622 2.21744
H 5.75285 1.81682 0.16038
H 3.20666 1.65431 -2.48545
H 4.23358 2.76206 -1.57674
H 1.36962 1.92335 -0.99485
H 0.85135 -1.14069 1.26147
H -0.41181 -2.97706 1.94404
H 0.36990 -3.13415 0.34865
H -2.20057 -4.55668 1.21436
H -0.60341 -5.30523 1.06347
H -1.44050 -4.69583 -0.37299
*
```

Atom charges from the Mulliken analysis, given in e for atoms 1 to 4: number 1, C, carries -1.6055; number 2, C, carries 0.3523; number 3, O, carries -0.3418; number 4, C, carries 1.0664


C12H21O2 | the ωB97M-V functional and the def2-TZVPD basis

HOMO-LUMO gap (spin up / spin down) ... 0.229 / 0.230 Ha
HOMO energy (spin up / spin down) ... -12.42 / -12.42 eV
LUMO level (spin up / spin down) ... -6.1788 / -6.1771 eV
Largest force on an atom ... 0.107 hartree/bohr
Energy ... -16865.759 eV
Energy above the lowest of the compared OMol25 structures with the same formula, charge and spin ... 126.81 kcal per mole

The geometry in ORCA input format:
```
! RIJCOSX wB97M-V def2-TZVPD def2/J DEFGRID3
* xyz 1 1
C -2.43860 -2.27704 0.47483
C -2.74474 2.60367 -1.00058
C -1.72614 -1.29853 -0.02412
C -2.67578 1.73202 -0.06068
C 0.32941 1.72002 0.08127
C 1.85108 1.14671 -0.39678
C -0.43713 -0.57047 0.42854
C 0.87082 -1.04926 -0.30664
C 2.91414 2.10850 0.07013
C -0.34914 -0.71736 1.87564
C 0.79194 -1.26344 -1.79265
C 1.43573 -2.31223 0.26146
O 1.86741 -0.10000 0.22752
O -0.60781 0.65196 -0.13403
H -3.36599 -2.55027 0.02045
H -2.20052 -2.86264 1.43227
H -3.57492 3.34078 -0.94610
H -2.21011 2.55302 -2.00566
H -2.02945 -0.84764 -0.92447
H -2.66230 1.25045 0.90573
H 0.43050 1.84346 1.25433
H -0.28564 2.47646 -0.29931
H 1.77074 1.06960 -1.50381
H 3.48148 2.56467 -0.80298
H 3.51853 1.48884 0.75827
H 2.50328 2.94131 0.58200
H 0.56621 -0.33817 2.28203
H -0.76250 -1.54145 2.30500
H -1.08586 0.06536 2.26430
H 0.04951 -0.48545 -2.24498
H 0.32765 -2.29440 -1.86162
H 1.83320 -1.39225 -2.09691
H 0.60387 -3.06565 0.20315
H 1.68220 -2.07176 1.25557
H 2.32892 -2.51880 -0.28119
*
```

Atom charges from the Mulliken analysis, given in e for atoms 1 to 4: number 1, C, carries -0.9870; number 2, C, carries -0.6082; number 3, C, carries -0.6575; number 4, C, carries 0.3168


C6H12 | the ωB97M-V functional and the def2-TZVPD basis

HOMO-LUMO gap ... 0.316 Ha
HOMO energy ... -7.93 eV
LUMO level ... 0.6866 eV
Largest force on an atom ... 0.006 hartree/bohr
Energy ... -6413.076 eV
Energy above the lowest of the compared OMol25 structures with the same formula, charge and spin ... 89.12 kcal per mole

The geometry in ORCA input format:
```
! RIJCOSX wB97M-V def2-TZVPD def2/J DEFGRID3
* xyz 0 1
C -1.44524 0.79472 1.67632
C 0.02862 0.68075 1.22640
C -0.06722 1.08011 -0.20644
C 1.66499 0.13116 -1.18990
C 0.11063 -0.03895 -1.16281
C -0.33945 -1.47183 -0.85480
H -1.81898 1.80290 1.48141
H -2.08531 0.08644 1.13847
H -1.53626 0.58254 2.74470
H 0.40873 -0.32724 1.46114
H 0.61487 1.41389 1.79266
H 1.94457 1.17600 -0.98226
H 2.13224 -0.50525 -0.43169
H 2.05357 -0.11496 -2.18138
H -0.27757 0.24217 -2.14902
H -0.05709 -2.14514 -1.67261
H -1.43129 -1.51665 -0.75557
H 0.10020 -1.87065 0.06537
*
```

Atom charges from the Mulliken analysis, given in e for atoms 1 to 4: number 1, C, carries -1.1578; number 2, C, carries -0.0922; number 3, C, carries -0.8453; number 4, C, carries -1.3632


C7H14N2O3 | the ωB97M-V functional and the def2-TZVPD basis

HOMO-LUMO gap ... 0.372 Ha
HOMO energy ... -9.35 eV
LUMO level ... 0.7764 eV
Largest force on an atom ... 0.083 hartree/bohr
Energy ... -16606.820 eV
Energy above the lowest of the compared OMol25 structures with the same formula, charge and spin ... 72.89 kcal per mole
SMILES string ... CCOCN1COCN(C)C1=O

The geometry in ORCA input format:
```
! RIJCOSX wB97M-V def2-TZVPD def2/J DEFGRID3
* xyz 0 1
C 3.59662 0.41424 0.92234
C 2.33579 0.48888 0.10460
C 1.14787 -0.67690 -1.39903
C -0.59861 -1.80065 -0.05216
C -2.54629 -0.79346 0.62232
C -2.91649 1.66752 0.06491
C -0.90102 0.49332 -0.68302
H 3.24782 -0.24440 1.81579
H 4.39700 -0.13554 0.34802
H 3.84072 1.38759 1.33718
H 1.46894 0.70496 0.76717
H 2.38847 1.35486 -0.62244
H 1.12858 0.32928 -1.96694
H 1.24424 -1.56059 -2.00733
H -0.24289 -2.67860 -0.70504
H -0.33924 -1.82742 1.06706
H -3.66397 -0.90200 0.87238
H -1.98641 -0.78100 1.65571
H -2.00976 2.50982 -0.08718
H -3.18759 1.69695 1.13396
H -3.88788 1.81170 -0.57170
N -0.17316 -0.71234 -0.73905
N -2.17188 0.38987 -0.16707
O 2.21044 -0.76427 -0.54926
O -2.04844 -1.90545 -0.12146
O -0.33287 1.53361 -1.03977
*
```

Atom charges from the Mulliken analysis, given in e for atoms 1 to 4: number 1, C, carries -1.1756; number 2, C, carries 0.0436; number 3, C, carries -0.7941; number 4, C, carries -0.3411


C4H9NS | the ωB97M-V functional and the def2-TZVPD basis

HOMO-LUMO gap ... 0.311 Ha
HOMO energy ... -8.45 eV
LUMO level ... 0.0215 eV
Largest force on an atom ... 0.123 hartree/bohr
Energy ... -16615.018 eV
Energy above the lowest of the compared OMol25 structures with the same formula, charge and spin ... 102.30 kcal per mole

The geometry in ORCA input format:
```
! RIJCOSX wB97M-V def2-TZVPD def2/J DEFGRID3
* xyz 0 1
C -0.95457 -1.43223 -0.03983
C -0.43843 0.78627 0.46031
C 0.83685 1.27281 -0.33969
C 1.48478 -0.04316 -0.55053
H 0.03194 -1.78899 -0.53274
H -1.81007 -2.07223 -0.29980
H -0.61617 -1.71938 1.25813
H -2.33945 0.29171 0.01692
H -0.00191 0.29505 1.42662
H -0.71350 1.90300 0.70236
H 0.60775 1.90943 -1.15209
H 1.50811 1.63865 0.63959
H 0.77743 -0.58383 -1.41318
N -1.28486 -0.00837 -0.28140
S 2.91210 -0.44873 0.10531
*
```

Atom charges from the Mulliken analysis, given in e for atoms 1 to 4: number 1, C, carries -0.6705; number 2, C, carries -0.4332; number 3, C, carries -0.5426; number 4, C, carries -0.3936


C8H21CuO5 | the ωB97M-V functional and the def2-TZVPD basis

HOMO-LUMO gap (spin up / spin down) ... 0.195 / 0.128 Ha
HOMO energy (spin up / spin down) ... -2.99 / -2.82 eV
LUMO level (spin up / spin down) ... 2.3219 / 0.6723 eV
Largest force on an atom ... 0.076 hartree/bohr
Energy ... -63504.785 eV
Energy above the lowest of the compared OMol25 structures with the same formula, charge and spin ... 126.32 kcal per mole
Expectation value of S² ... 0.756

The geometry in ORCA input format:
```
! RIJCOSX wB97M-V def2-TZVPD def2/J DEFGRID3
* xyz -1 2
Cu 0.34403 0.08245 -0.56775
C 1.53061 -2.86896 -3.79977
C 0.55898 -1.95096 -4.38724
O 0.07241 -0.81648 -3.63456
H 2.07122 -3.45945 -4.53947
H 0.93908 -3.44764 -3.09032
H 2.21134 -2.24448 -3.22121
H -0.18885 -2.52790 -4.93129
H 1.02633 -1.59072 -5.30371
C -2.90293 2.91604 2.07267
C -3.24526 2.66133 0.58660
O -2.38451 2.00303 -0.31322
H -2.55696 2.02459 2.59585
H -3.78360 3.38855 2.50771
H -2.10271 3.63042 2.26611
H -3.25906 3.68781 0.22021
H -4.20958 2.15321 0.58334
C -2.55563 -2.78202 2.75712
C -1.46570 -3.19374 1.75361
O -0.51498 -2.24813 1.48588
H -2.85673 -1.73562 2.70721
H -2.22969 -2.96204 3.78154
H -3.41097 -3.44007 2.60390
H -1.91694 -3.41890 0.78728
H -0.96780 -4.06215 2.18495
C 3.16847 2.05264 1.23848
C 3.48328 2.35835 -0.22198
O 3.16178 1.20166 -0.92682
O 1.81181 1.58618 1.57214
H 3.04660 3.02614 1.71341
H 3.95771 1.48914 1.73613
H 4.55813 2.52122 -0.30122
H 3.19840 3.30017 -0.69094
H 3.63935 1.11720 -1.75531
H 1.77241 1.54899 2.53061
*
```

Atom charges from the Mulliken analysis, given in e for atoms 1 to 4: number 1, Cu, carries 0.7730; number 2, C, carries -0.6829; number 3, C, carries -0.5084; number 4, O, carries -0.7835


Among the records above, which one has the lowest energy above the lowest of the compared OMol25 structures with the same formula, charge and spin? C22H29N3O4


Look up the energy of the first one. -9366.974 eV


The lowest largest force on an atom belongs to which entry? C6H12